Model A:
{"formula": "H20O10", "method": "ωB97M-V with the def2-TZVPD basis set", "symbols": ["O", "H", "H", "O", "H", "H", "O", "H", "H", "O", "H", "H", "O", "H", "H", "O", "H", "H", "O", "H", "H", "O", "H", "H", "O", "H", "H", "O", "H", "H"], "positions_angstrom": [[1.31, 2.43, 3.81], [0.41, 2.10, 4.02], [1.51, 1.87, 3.01], [1.29, -2.93, -0.07], [1.00, -3.86, -0.14], [0.60, -2.48, 0.45], [-3.14, 0.78, 0.11], [-3.93, 0.54, -0.32], [-2.39, 0.63, -0.48], [-1.20, 0.76, -1.84], [-0.77, 1.57, -2.09], [-1.76, 0.46, -2.61], [0.05, -0.29, 0.57], [-0.27, 0.00, -0.28], [0.80, 0.28, 0.84], [-1.07, 1.07, 2.57], [-0.79, 0.50, 1.85], [-1.97, 1.24, 2.40], [-2.09, -2.20, -1.53], [-2.89, -2.65, -1.76], [-1.95, -2.44, -0.63], [2.14, -0.64, -1.54], [1.71, -1.13, -0.82], [2.98, -0.39, -1.15], [2.06, 0.75, 1.77], [2.76, 0.81, 1.13], [2.14, -0.09, 2.22], [1.30, 1.48, -3.05], [1.35, 0.67, -2.60], [0.79, 1.16, -3.82]], "homo_energy_ev": -10.0, "multiplicity": 1, "smiles": "O.O.O.O.O.O.O.O.O.O", "homo_lumo_gap_ev": 9.98, "charge": 0}



Model B:
{"formula": "H20O10", "method": "ωB97M-V with the def2-TZVPD basis set", "symbols": ["H", "H", "H", "H", "H", "H", "H", "H", "H", "H", "H", "H", "H", "H", "H", "H", "H", "H", "H", "H", "O", "O", "O", "O", "O", "O", "O", "O", "O", "O"], "positions_angstrom": [[1.11, 1.19, -0.74], [-0.23, 1.73, -0.74], [2.68, 1.51, -2.05], [3.48, 1.30, -0.78], [1.51, -2.50, -0.19], [2.69, -3.22, 0.39], [-2.77, -0.35, -0.14], [-2.43, 1.14, -0.78], [-3.81, 5.39, 0.15], [-4.46, 4.06, -0.02], [-0.17, -3.48, 2.11], [-0.14, -2.05, 2.57], [-5.01, -1.72, -1.24], [-3.52, -1.19, -1.57], [1.29, 1.22, 4.47], [1.48, 2.06, 3.21], [-2.33, -3.45, -0.62], [-1.75, -2.77, -1.84], [5.69, 0.04, -1.02], [5.41, 1.42, -0.51], [0.24, 0.87, -0.66], [3.62, 1.48, -1.78], [2.42, -2.33, 0.01], [-2.21, 0.50, -0.07], [-3.57, 4.51, -0.13], [0.21, -2.61, 1.90], [-4.02, -1.96, -1.32], [1.08, 1.24, 3.53], [-1.65, -2.87, -0.89], [5.18, 0.85, -1.25]], "homo_energy_ev": -9.1, "multiplicity": 1, "homo_lumo_gap_ev": 9.42, "charge": 0}



Model C:
{"formula": "H20O10", "method": "ωB97M-V with the def2-TZVPD basis set", "symbols": ["O", "H", "H", "O", "H", "H", "O", "H", "H", "O", "H", "H", "O", "H", "H", "O", "H", "H", "O", "H", "H", "O", "H", "H", "O", "H", "H", "O", "H", "H"], "positions_angstrom": [[-0.12, -0.51, 0.03], [0.39, -1.05, 0.64], [-1.03, -0.83, 0.13], [1.63, 2.59, -0.57], [0.83, 2.21, -0.20], [1.44, 3.54, -0.60], [-1.37, 2.09, -0.85], [-0.63, 1.47, -0.88], [-2.08, 1.58, -0.44], [-5.33, 0.83, 0.78], [-5.15, -0.10, 0.95], [-4.59, 1.12, 0.23], [0.09, -2.29, -2.17], [-0.72, -1.85, -2.44], [0.13, -2.16, -1.21], [-4.01, -0.66, -0.71], [-3.50, 0.15, -0.64], [-3.55, -1.18, -1.38], [-0.54, -1.27, 2.44], [-0.28, -0.84, 3.27], [-0.74, -2.18, 2.70], [3.05, -1.91, -0.52], [3.34, -1.97, -1.43], [3.87, -1.96, -0.01], [3.17, 0.20, 1.70], [2.69, 0.63, 0.98], [2.58, -0.50, 1.99], [3.37, 1.36, -0.32], [3.97, 2.11, -0.23], [3.10, 1.38, -1.24]], "homo_energy_ev": -9.9, "multiplicity": 1, "smiles": "O.O.O.O.O.O.O.O.O.O", "homo_lumo_gap_ev": 9.60, "charge": 0}



Which structure is the least stable? The one labeled model B.



Model A:
{"formula": "H20O10", "method": "ωB97M-V with the def2-TZVPD basis set", "symbols": ["O", "H", "H", "O", "H", "H", "O", "H", "H", "O", "H", "H", "O", "H", "H", "O", "H", "H", "O", "H", "H", "O", "H", "H", "O", "H", "H", "O", "H", "H"], "positions_angstrom": [[-27.71, 2.53, -3.94], [-27.99, 2.39, -4.85], [-26.75, 2.66, -3.99], [-19.69, 1.18, -2.69], [-18.97, 0.57, -2.89], [-20.50, 0.68, -2.84], [-20.85, 4.19, -3.15], [-20.22, 3.71, -2.59], [-20.41, 5.01, -3.39], [-24.90, 3.22, -4.37], [-24.53, 2.80, -5.16], [-24.97, 4.15, -4.61], [-24.98, 2.31, -0.10], [-24.28, 2.74, -0.61], [-24.99, 2.77, 0.74], [-22.83, 2.38, -2.55], [-23.66, 2.57, -3.01], [-22.23, 3.10, -2.81], [-20.70, 2.66, -5.57], [-20.86, 3.05, -4.70], [-21.20, 1.84, -5.56], [-22.74, 0.00, -0.78], [-23.55, -0.49, -0.87], [-22.83, 0.74, -1.39], [-24.09, 5.89, -1.73], [-24.11, 5.48, -2.60], [-23.66, 6.75, -1.86], [-22.50, 4.27, 0.10], [-21.69, 4.77, -0.03], [-23.10, 4.60, -0.59]], "homo_energy_ev": -10.3, "multiplicity": 1, "smiles": "O.O.O.O.O.O.O.O.O.O", "homo_lumo_gap_ev": 9.79, "charge": 0}



Model B:
{"formula": "H20O10", "method": "ωB97M-V with the def2-TZVPD basis set", "symbols": ["O", "H", "H", "O", "H", "H", "O", "H", "H", "O", "H", "H", "O", "H", "H", "O", "H", "H", "O", "H", "H", "O", "H", "H", "O", "H", "H", "O", "H", "H"], "positions_angstrom": [[-2.53, 1.97, 0.59], [-1.83, 1.51, 1.27], [-3.16, 2.22, 1.21], [1.30, -2.96, -0.40], [1.16, -2.29, -1.05], [2.03, -2.82, 0.01], [0.76, -1.58, 2.47], [1.41, -1.81, 2.98], [1.24, -1.38, 1.69], [1.02, -0.95, -2.41], [1.90, -1.16, -2.91], [0.56, -1.70, -2.77], [1.98, 1.61, 1.69], [2.25, 0.82, 2.10], [1.18, 1.49, 0.97], [-0.97, 1.97, -2.22], [-0.89, 1.27, -1.54], [-1.54, 2.55, -1.66], [0.19, 0.49, -0.17], [-0.62, -0.06, -0.08], [0.59, 0.10, -0.94], [-2.28, -2.14, -0.43], [-3.21, -1.65, -0.51], [-2.38, -2.56, 0.29], [-1.17, 0.56, 2.52], [-0.40, 0.05, 2.66], [-1.93, -0.19, 2.51], [2.08, 1.97, -1.81], [1.19, 1.70, -1.94], [2.07, 2.97, -2.10]], "homo_energy_ev": -10.3, "multiplicity": 1, "smiles": "O.O.O.O.O.O.O.O.O.O", "homo_lumo_gap_ev": 10.30, "charge": 0}



Which structure is the least stable? The one labeled model B.



Model A:
{"formula": "C2H6NO3", "method": "ωB97M-V with the def2-TZVPD basis set", "symbols": ["C", "N", "C", "O", "O", "H", "H", "H", "H", "H", "H", "O"], "positions_angstrom": [[-1.10, 0.09, 0.20], [-1.14, 1.34, 0.96], [-2.61, 1.73, 0.99], [-3.36, 0.99, 1.63], [-2.78, 2.79, 0.32], [-1.46, 0.24, -0.81], [-1.62, -0.68, 0.81], [-0.06, -0.24, 0.07], [-0.92, 1.27, 1.95], [5.61, -2.91, -2.37], [4.46, -2.44, -1.48], [4.98, -2.18, -2.27]], "homo_energy_ev": -3.5, "multiplicity": 1, "homo_lumo_gap_ev": 5.97, "charge": -1}



Model B:
{"formula": "C2H6NO3", "method": "ωB97M-V with the def2-TZVPD basis set", "symbols": ["C", "N", "C", "O", "O", "H", "H", "H", "H", "H", "H", "O"], "positions_angstrom": [[0.23, -2.38, 0.94], [0.32, -0.97, 1.20], [0.16, -0.12, 0.02], [1.05, 0.76, -0.13], [-0.83, -0.36, -0.70], [-0.63, -2.65, 0.33], [0.18, -2.96, 1.87], [1.11, -2.81, 0.44], [1.24, -0.75, 1.56], [-0.26, 1.98, -0.85], [-1.11, 2.44, -2.01], [-0.74, 2.77, -1.18]], "homo_energy_ev": -4.4, "multiplicity": 1, "homo_lumo_gap_ev": 8.61, "charge": -1}



Model C:
{"formula": "C2H6NO3", "method": "ωB97M-V with the def2-TZVPD basis set", "symbols": ["O", "C", "N", "C", "O", "H", "H", "H", "H", "H", "H", "O"], "positions_angstrom": [[1.58, -0.19, -0.71], [0.87, 0.07, 0.26], [-0.40, 0.51, 0.21], [-1.08, 0.78, 1.59], [-0.27, 1.19, 2.54], [1.23, -0.15, 1.27], [-0.50, 1.25, -0.48], [-1.61, -0.18, 1.76], [-1.87, 1.52, 1.32], [1.35, -1.26, -2.40], [-0.06, -1.69, -2.43], [0.76, -1.84, -2.91]], "homo_energy_ev": -3.3, "multiplicity": 1, "homo_lumo_gap_ev": 7.37, "charge": -1}



Model D:
{"formula": "C2H6NO3", "method": "ωB97M-V with the def2-TZVPD basis set", "symbols": ["C", "N", "C", "O", "O", "H", "H", "H", "H", "H", "H", "O"], "positions_angstrom": [[-1.09, -0.89, 0.42], [0.24, -0.44, 0.00], [1.07, 0.08, 1.10], [2.30, -0.05, 0.91], [0.43, 0.61, 2.03], [-1.52, -1.51, -0.38], [-1.72, -0.02, 0.58], [-1.09, -1.44, 1.35], [0.75, -1.20, -0.42], [-0.37, 1.10, -2.00], [0.70, 1.98, -1.37], [0.28, 1.78, -2.22]], "homo_energy_ev": -4.3, "multiplicity": 1, "homo_lumo_gap_ev": 8.38, "charge": -1}



Which structure is the least stable? The one labeled model C.



Model A:
{"formula": "C10H13O2", "method": "ωB97M-V with the def2-TZVPD basis set", "symbols": ["C", "C", "C", "O", "O", "H", "H", "H", "H", "H", "C", "C", "C", "C", "C", "C", "C", "H", "H", "H", "H", "H", "H", "H", "H"], "positions_angstrom": [[0.06, 1.21, -2.71], [-1.01, 0.91, -1.62], [1.54, 1.00, -2.18], [2.06, -0.14, -2.26], [2.10, 2.03, -1.76], [-0.16, 0.53, -3.54], [-0.05, 2.27, -2.99], [-0.97, -0.05, -1.10], [-1.97, 1.35, -1.85], [-0.67, 1.53, -0.78], [-1.97, -0.49, 2.41], [0.27, 0.43, 1.74], [-0.62, -0.63, 1.82], [1.47, 0.22, 1.05], [-0.34, -1.87, 1.18], [1.77, -1.02, 0.49], [0.87, -2.08, 0.56], [0.00, 1.44, 2.01], [2.06, 1.08, 0.73], [-2.61, -1.36, 2.54], [-2.52, 0.22, 1.76], [-1.21, -2.50, 1.02], [2.72, -1.19, 0.04], [1.22, -2.99, 0.08], [-2.04, 0.09, 3.33]], "homo_energy_ev": -4.1, "multiplicity": 1, "homo_lumo_gap_ev": 7.43, "charge": -1}



Model B:
{"formula": "C10H13O2", "method": "ωB97M-V with the def2-TZVPD basis set", "symbols": ["C", "C", "C", "O", "O", "H", "H", "H", "H", "H", "C", "C", "C", "C", "C", "C", "C", "H", "H", "H", "H", "H", "H", "H", "H"], "positions_angstrom": [[-0.09, -1.94, -0.09], [1.40, -1.71, 0.29], [-0.52, -3.33, 0.53], [-0.68, -4.30, -0.24], [-0.59, -3.26, 1.78], [-0.74, -1.14, 0.43], [-0.27, -1.93, -1.18], [1.45, -2.08, 1.30], [1.80, -0.71, 0.29], [2.06, -2.39, -0.31], [0.60, 0.58, -1.95], [-0.51, 3.57, 0.81], [-1.11, 2.31, 0.88], [0.52, 3.85, -0.07], [-0.70, 1.24, 0.08], [0.90, 2.83, -0.93], [0.28, 1.60, -0.91], [-0.87, 4.38, 1.48], [-1.76, 2.06, 1.76], [1.09, 4.76, -0.10], [-0.98, 0.19, 0.31], [1.90, 3.01, -1.38], [1.16, -0.21, -1.46], [1.12, 1.07, -2.78], [-0.30, 0.22, -2.46]], "homo_energy_ev": -4.0, "multiplicity": 1, "homo_lumo_gap_ev": 7.11, "charge": -1}



Which structure is the least stable? The one labeled model B.



Model A:
{"formula": "C4H10NO2", "method": "ωB97M-V with the def2-TZVPD basis set", "symbols": ["C", "C", "C", "C", "O", "O", "N", "H", "H", "H", "H", "H", "H", "H", "H", "H", "H"], "positions_angstrom": [[-1.82, 0.16, -0.17], [-0.55, 0.92, -0.31], [0.54, 0.12, -0.95], [1.51, -0.34, 0.20], [1.99, 0.63, 0.86], [2.42, -1.21, -0.36], [-1.45, -1.10, 0.36], [-2.32, 0.04, -1.15], [-2.51, 0.75, 0.45], [-0.56, 1.98, -0.54], [-0.13, 0.87, 0.90], [0.12, -0.78, -1.40], [1.13, 0.64, -1.70], [-0.38, 0.86, 1.67], [3.27, -1.16, 0.12], [-2.02, -1.41, 1.16], [0.75, -0.97, 0.86]], "homo_energy_ev": -13.9, "multiplicity": 1, "homo_lumo_gap_ev": 5.56, "charge": 1}



Model B:
{"formula": "C4H10NO2", "method": "ωB97M-V with the def2-TZVPD basis set", "symbols": ["N", "C", "C", "O", "C", "C", "O", "H", "H", "H", "H", "H", "H", "H", "H", "H", "H"], "positions_angstrom": [[-0.02, 1.22, -0.90], [-0.27, 0.39, 0.38], [-1.19, -0.67, -0.11], [-2.46, -0.13, -0.53], [0.90, -0.08, 1.16], [2.05, -0.73, 0.22], [1.90, -1.64, -0.51], [0.91, 1.75, -0.74], [0.02, 0.65, -1.79], [-0.78, 1.80, -1.06], [-0.82, 1.15, 0.98], [-0.56, -1.05, -0.86], [-1.28, -1.59, 0.64], [-3.10, -0.90, -0.79], [0.57, -0.84, 1.91], [1.22, 0.69, 1.89], [2.90, -0.01, 0.11]], "homo_energy_ev": -14.2, "multiplicity": 1, "smiles": "[NH3+][C@@H](CO)CC=O", "homo_lumo_gap_ev": 10.37, "charge": 1}



Model C:
{"formula": "C4H10NO2", "method": "ωB97M-V with the def2-TZVPD basis set", "symbols": ["C", "C", "C", "C", "N", "O", "O", "H", "H", "H", "H", "H", "H", "H", "H", "H", "H"], "positions_angstrom": [[2.76, 0.28, -0.49], [2.09, -0.41, 0.60], [-1.56, 0.87, 0.73], [-1.87, -0.28, -0.14], [-0.95, -0.72, -1.00], [1.38, 0.49, -0.31], [-3.07, -0.83, -0.11], [3.33, 1.10, -0.32], [3.12, -0.07, -1.47], [2.31, -0.24, 1.68], [-1.99, 0.58, 1.64], [-0.56, 1.16, 0.60], [1.72, -1.33, 0.29], [-0.03, -0.34, -1.03], [-1.93, 1.83, 0.47], [-1.02, -1.39, -1.73], [-3.74, -0.69, 0.57]], "homo_energy_ev": -14.6, "multiplicity": 1, "homo_lumo_gap_ev": 10.76, "charge": 1}



Which structure is the least stable? The one labeled model A.